9
Properties=species:S:1:pos:R:3 method="wB97M-V/def2-TZVPD" total_charge=0 orbital_gap_ev=8.4
C 0.413 0.588 -0.758
N 0.959 -1.129 0.831
N 0.716 -0.610 -0.340
I 0.728 2.261 0.477
H -2.058 0.097 0.126
H 0.149 0.739 -1.811
H -2.303 -0.173 0.898
H 0.738 -0.496 1.651
H 0.657 -1.277 -1.074

***

9
Properties=species:S:1:pos:R:3 method="wB97M-V/def2-TZVPD" total_charge=0 orbital_gap_ev=8.5 smiles="[H]/P=N/C.I"
C 1.568 1.108 -0.001
N 0.746 0.006 0.444
P -0.821 0.023 0.624
I -3.672 -2.379 -1.241
H 0.970 1.972 -0.538
H 2.251 1.582 0.887
H 2.381 0.632 -0.779
H -2.641 -1.631 -0.430
H -0.781 -1.312 1.034

***

7
Properties=species:S:1:pos:R:3 method="wB97M-V/def2-TZVPD" total_charge=0 orbital_gap_ev=10.6 smiles=CN
C 0.027 -0.621 0.358
H -0.300 -0.310 1.362
H -0.893 -1.414 -0.084
H 0.922 -0.907 0.302
H 0.406 1.197 0.041
H 0.168 0.420 -1.287
N -0.067 0.677 -0.355

***

8
Properties=species:S:1:pos:R:3 method="wB97M-V/def2-TZVPD" total_charge=+1 orbital_gap_ev=11.0
C 0.243 -0.550 0.048
N 1.135 0.325 0.087
N -1.514 0.149 0.198
H 0.242 -1.569 0.253
H 2.175 0.171 0.286
H 0.835 1.216 -0.082
H -1.962 -0.650 -0.310
H -1.154 0.907 -0.479

***

9
Properties=species:S:1:pos:R:3 method="wB97M-V/def2-TZVPD" total_charge=-1 orbital_gap_ev=7.1
O -0.857 -1.533 -1.777
H -0.154 -2.106 -2.061
N -0.462 0.797 -0.158
C 0.295 0.261 0.760
N 1.088 0.948 1.592
H -0.321 1.783 -0.313
H -0.537 -0.739 -1.262
H 0.416 -0.830 0.741
H 1.332 0.405 2.417

***

9
Properties=species:S:1:pos:R:3 method="wB97M-V/def2-TZVPD" total_charge=+1 orbital_gap_ev=10.8
C 0.193 -0.215 0.571
N -0.796 -0.998 0.352
N 0.500 0.779 -0.219
O 1.368 1.767 0.001
H 1.102 -0.482 1.204
H -0.892 -1.970 0.563
H -1.645 -0.728 0.006
H -0.709 1.008 -1.076
H 2.134 1.648 -0.596